(1)
Entry from the OMol25 dataset: a molecular structure, C24H28BiCl3F5O9P3SiTe in a non-equilibrium geometry (wB97M-V/def2-TZVPD).

Calculated values
Kohn-Sham gap (alpha / beta) = 0.2383 / 0.2221 Ha
HOMO energy (alpha / beta) = -0.098 / -0.082 Ha
energy above the lowest of the compared OMol25 structures with the same formula, charge and spin = 2172.41 kJ/mol
net charge = -2
M = 1119.42 g/mol
2S+1 = 1

```
75
Properties=species:S:1:pos:R:3:forces:R:3:lowdin_charge:R:1
Bi 1.031 1.775 -0.818 -0.188 -0.319 0.210 1.8656
C -3.951 -0.863 1.063 -0.018 -0.001 0.012 -0.0477
C -2.994 -1.913 1.560 -0.029 -0.035 -0.059 -0.2659
C -3.478 -2.884 2.432 -0.003 0.028 0.017 -0.0591
C -2.657 -3.868 2.961 0.012 -0.008 0.003 -0.0858
C -1.318 -3.905 2.616 -0.016 -0.008 -0.003 -0.0745
C -0.818 -2.950 1.747 -0.013 0.017 0.021 -0.0915
C -1.636 -1.960 1.207 0.089 0.013 0.057 -0.3160
P -0.737 -0.778 0.148 -0.636 -0.138 -0.351 1.1418
C -1.655 0.839 0.352 1.501 0.927 0.607 -0.4467
C -1.145 1.314 1.512 0.777 -1.446 1.159 -0.3346
C -1.313 3.210 3.658 1.081 -0.722 -1.627 -0.2488
C -0.934 3.628 1.022 -0.329 0.146 -0.871 -0.2924
C -1.589 3.203 -0.110 -0.338 0.317 -0.011 -0.2012
C -1.943 1.893 -0.524 -0.616 0.082 -1.486 -0.3885
C -2.638 1.706 -1.861 -0.020 0.090 0.054 -0.0583
C -1.222 -1.246 -1.557 0.016 0.027 -0.048 -0.3223
C -2.268 -2.119 -1.837 -0.004 0.033 0.000 -0.0858
C -2.688 -2.345 -3.138 -0.001 -0.011 0.003 -0.0961
C -2.051 -1.685 -4.179 -0.009 -0.001 -0.015 -0.0988
C -0.981 -0.847 -3.912 0.008 -0.011 0.010 -0.0625
C -0.525 -0.630 -2.610 -0.053 0.019 -0.036 -0.3151
C 0.714 0.203 -2.438 0.070 -0.017 -0.034 -0.2824
H -4.976 -1.156 1.296 -0.006 -0.012 -0.018 0.0725
H -3.875 -0.712 -0.016 0.018 0.018 0.005 0.0643
H -3.757 0.097 1.543 -0.005 -0.009 0.011 0.0826
H -4.523 -2.848 2.718 -0.001 -0.002 0.003 0.1004
H -3.063 -4.589 3.659 -0.002 -0.002 -0.002 0.0946
H -0.654 -4.644 3.044 0.001 0.006 0.009 0.1028
H 0.233 -2.957 1.498 -0.008 -0.007 -0.004 0.0773
H -0.211 1.530 3.441 -0.714 0.709 -0.627 -0.0480
H -1.853 3.905 4.264 -0.127 0.149 -0.281 0.0151
H -0.425 4.589 0.974 -0.086 0.080 0.558 0.0869
H -1.798 4.006 -0.817 0.134 -0.107 -0.168 0.1160
H -3.541 2.322 -1.914 0.003 -0.001 0.020 0.0741
H -2.940 0.670 -2.006 -0.003 -0.007 0.004 0.0600
H -2.011 1.983 -2.714 0.015 0.017 0.019 0.0722
H -2.765 -2.620 -1.014 -0.006 -0.006 -0.007 0.0995
H -3.508 -3.024 -3.335 -0.002 0.001 -0.006 0.0935
H -2.373 -1.837 -5.203 -0.002 0.001 0.000 0.0923
H -0.465 -0.360 -4.733 0.005 -0.006 -0.001 0.1047
H 0.920 0.738 -3.366 0.087 -0.020 0.007 0.0414
H 1.572 -0.450 -2.254 -0.034 -0.050 0.021 0.0407
O 3.925 0.093 -2.954 -0.032 -0.022 -0.045 -0.1378
P 4.042 1.581 -2.344 -0.084 0.027 0.081 0.2111
O 5.437 2.017 -2.290 0.014 0.011 -0.013 -0.2583
O 3.188 1.562 -1.069 0.039 -0.103 -0.244 -0.4827
O 3.148 2.385 -3.431 0.115 0.073 -0.093 -0.2765
P 2.272 3.738 -3.266 -0.096 -0.081 0.042 0.2020
O 1.623 3.833 -4.732 0.011 -0.022 -0.036 -0.1181
O 3.049 4.932 -2.960 0.007 0.021 -0.017 -0.2490
O 1.108 3.322 -2.338 -0.034 0.060 -0.016 -0.4839
H 4.748 -0.114 -3.411 0.023 0.004 0.042 0.0782
H 1.007 3.108 -4.882 -0.018 0.012 0.018 0.0657
Cl 1.893 3.141 4.551 -0.563 0.566 0.009 0.2868
Si 1.715 2.564 2.539 2.144 0.026 1.791 -0.5550
Cl -0.586 2.566 2.414 -0.951 1.008 2.708 0.6034
Cl 3.006 4.034 1.800 -0.503 0.057 -0.869 0.2430
C 2.756 -1.657 0.845 -0.016 -0.008 0.000 -0.0259
C 2.523 -2.435 -0.414 -0.011 -0.045 0.001 -0.4920
C 3.749 -2.747 -1.249 -0.002 0.011 -0.013 -0.0339
O 1.432 -2.832 -0.782 0.150 0.089 0.108 0.0253
H 3.647 -2.025 1.358 -0.006 -0.024 0.002 0.0993
H 1.914 -1.663 1.531 0.009 0.023 0.010 0.0388
H 2.979 -0.613 0.597 -0.001 0.007 -0.010 0.0709
H 4.579 -2.081 -1.019 -0.002 0.017 -0.012 0.0744
H 3.495 -2.683 -2.306 -0.002 -0.016 -0.004 0.0725
H 4.050 -3.774 -1.026 0.011 0.008 0.011 0.0819
F 1.440 -1.610 3.893 0.206 -0.234 -0.006 -0.5055
Te 0.857 0.054 4.702 -0.985 -0.575 0.631 1.8808
F 0.342 -0.958 6.208 0.142 -0.202 -0.067 -0.4654
F -0.842 -0.618 3.895 -0.001 -0.048 -0.024 -0.5218
F 2.633 -0.015 5.596 -0.010 0.045 0.307 -0.5751
F -0.564 1.364 5.622 0.570 -0.323 0.133 -0.6235
O 2.245 1.109 2.561 -0.671 -0.098 -1.583 -0.5052
```
Forces are in eV/Å.

(2)
Entry from the OMol25 dataset: a molecular structure, C24H28Cl2N10OSr (wB97M-V/def2-TZVPD).

Calculated values
Kohn-Sham gap = 0.2222 Ha
HOMO energy = -0.245 Ha
energy above the lowest of the compared OMol25 structures with the same formula, charge and spin = 0.00 kJ/mol
M = 631.08 g/mol
2S+1 = 1

```
66
Properties=species:S:1:pos:R:3:forces:R:3:nbo_charge:R:1
Sr 0.996 0.177 -0.203 0.012 -0.137 -0.038 1.7696
N 1.255 3.445 -1.841 0.011 -0.037 -0.039 -0.7845
C 1.060 3.764 -0.555 0.012 0.013 0.023 0.6139
N 0.720 5.017 -0.257 0.001 -0.027 -0.021 -0.5778
C 0.569 5.261 1.041 -0.029 0.011 -0.050 0.6039
N 0.187 6.495 1.401 0.007 -0.007 0.040 -0.7634
N 0.777 4.374 2.036 0.011 0.041 0.041 -0.5678
C 1.085 3.162 1.625 -0.001 -0.003 0.017 0.4587
N 1.205 2.771 0.358 -0.021 0.025 -0.037 -0.6655
C 1.324 2.133 2.685 -0.005 -0.007 0.031 0.1465
C 1.250 2.477 4.026 -0.003 0.027 -0.001 -0.2040
C 1.483 1.496 4.974 0.006 -0.039 0.031 -0.1515
C 1.782 0.210 4.556 0.001 0.031 0.025 -0.2373
C 1.830 -0.044 3.195 -0.003 0.003 -0.044 0.0633
N 1.606 0.894 2.277 -0.025 -0.030 0.002 -0.4979
H 1.216 4.201 -2.502 0.002 0.009 0.010 0.4069
H 1.811 2.618 -2.068 -0.007 0.007 0.009 0.4428
H 0.042 7.192 0.695 0.003 -0.001 -0.005 0.4112
H 0.093 6.716 2.375 -0.004 0.006 -0.003 0.4093
H 1.010 3.493 4.300 0.002 0.004 -0.019 0.2491
H 1.431 1.733 6.028 0.001 0.000 0.000 0.2250
H 1.973 -0.583 5.265 -0.002 -0.012 -0.011 0.2307
H 2.057 -1.035 2.820 0.002 -0.003 0.003 0.2143
Cl -0.350 0.408 -3.089 -0.016 0.016 0.006 -0.0562
C -0.040 -1.266 -3.629 -0.007 -0.002 -0.001 -0.3910
Cl 1.679 -1.664 -3.588 -0.005 0.002 0.016 -0.0145
H -0.386 -1.337 -4.652 -0.013 -0.003 0.002 0.2277
H -0.571 -1.935 -2.960 0.000 0.008 -0.031 0.2636
C -3.428 -3.863 -2.699 0.012 0.003 -0.006 -0.6503
C -2.237 -3.399 -1.899 -0.084 -0.044 -0.031 0.1273
C -1.041 -4.113 -1.961 0.067 -0.031 0.024 -0.3701
C 0.034 -3.716 -1.169 -0.018 0.062 0.055 0.0447
C 1.312 -4.511 -1.171 0.006 0.008 -0.014 -0.6375
C -0.096 -2.599 -0.356 -0.021 -0.082 -0.067 -0.4250
C -1.281 -1.804 -0.292 0.018 0.096 0.072 0.2938
C -2.351 -2.271 -1.103 -0.048 0.050 -0.036 -0.4214
N -1.227 -0.691 0.481 -0.012 -0.062 -0.055 -0.8671
C -2.428 0.059 0.841 0.023 0.035 0.087 0.0953
C -1.974 1.084 1.888 0.001 -0.014 -0.060 -0.5868
C -3.494 -0.821 1.507 -0.017 -0.002 -0.011 -0.6241
C -3.024 0.859 -0.331 -0.007 -0.010 -0.015 -0.6176
H -3.118 -4.363 -3.617 -0.003 0.001 0.000 0.2111
H -4.080 -3.030 -2.963 0.003 0.001 0.001 0.2106
H -4.021 -4.575 -2.122 0.006 -0.005 0.003 0.2202
H -0.958 -4.988 -2.595 -0.003 0.001 -0.004 0.2050
H 1.157 -5.496 -0.728 -0.008 -0.001 0.005 0.2191
H 2.096 -4.004 -0.609 0.000 0.004 -0.002 0.2176
H 1.667 -4.663 -2.192 0.014 -0.005 0.009 0.2203
H 0.697 -2.404 0.363 0.050 -0.007 0.029 0.1908
H -3.293 -1.744 -1.121 0.012 -0.007 0.013 0.2031
H -1.466 0.579 2.711 -0.015 0.004 0.011 0.2101
H -2.817 1.656 2.282 -0.003 0.002 -0.004 0.2047
H -1.278 1.796 1.432 0.025 0.016 0.029 0.1785
H -3.065 -1.315 2.380 0.015 0.001 0.000 0.2107
H -3.874 -1.595 0.843 -0.011 0.003 0.021 0.2127
H -4.341 -0.214 1.837 0.005 0.002 -0.003 0.2003
H -2.276 1.556 -0.723 0.006 -0.005 0.005 0.1925
H -3.884 1.447 0.000 -0.004 0.000 -0.003 0.2034
H -3.342 0.227 -1.156 -0.012 0.013 -0.005 0.2098
O 2.724 0.998 -1.848 -0.002 0.094 0.001 -0.6663
N 3.823 0.670 -2.408 0.046 -0.069 0.001 0.1022
C 4.422 -0.387 -1.897 0.001 0.021 0.035 -0.2157
C 3.828 -1.015 -0.758 0.037 -0.024 -0.045 0.3501
N 3.245 -1.407 0.157 0.008 0.029 -0.015 -0.4450
C 5.649 -0.859 -2.450 -0.016 0.041 0.035 0.2654
N 6.641 -1.259 -2.871 -0.001 -0.014 -0.013 -0.2978
```
Forces are in eV/Å.

(3)
Entry from the OMol25 dataset: a molecular structure, C24H28FGdN10OS in a non-equilibrium geometry (wB97M-V/def2-TZVPD).

Calculated values
Kohn-Sham gap (alpha / beta) = 0.2566 / 0.2357 Ha
HOMO energy (alpha / beta) = -0.472 / -0.464 Ha
energy above the lowest of the compared OMol25 structures with the same formula, charge and spin = 0.00 kJ/mol
expectation value of S² = 16.1180
net charge = +2
M = 680.87 g/mol
2S+1 = 8

```
66
Properties=species:S:1:pos:R:3:forces:R:3:lowdin_charge:R:1
Gd -0.453 0.927 0.315 -0.866 0.276 0.223 1.5704
N 3.839 3.030 -1.075 0.199 -0.002 0.352 0.1579
C 2.979 2.378 -0.292 0.173 0.145 0.139 -0.1329
N 2.054 1.563 -0.711 -0.533 -0.188 -0.048 0.0743
C 1.981 1.300 -2.075 -0.496 -0.718 0.309 -0.2885
N 1.167 0.409 -2.567 0.371 0.134 -0.864 0.0588
N 0.355 -0.238 -1.694 -0.085 -0.700 0.046 -0.1319
C -0.275 -1.268 -2.146 0.710 0.771 -0.117 -0.0479
C -1.141 -2.031 -1.266 -0.476 -0.517 0.580 -0.2577
C -1.831 -3.150 -1.741 0.259 0.464 0.037 0.0127
C -2.597 -3.905 -0.870 0.074 0.152 0.310 -0.0139
C -2.619 -3.538 0.468 0.089 0.011 -0.228 -0.0163
C -1.910 -2.411 0.862 -0.018 -0.012 0.111 -0.1382
N -1.205 -1.648 0.032 0.129 -0.034 -0.263 0.0025
C 2.870 1.990 -2.987 0.471 0.423 0.038 -0.0875
C 2.833 1.792 -4.371 0.118 0.147 0.146 -0.0104
C 3.723 2.456 -5.186 -0.136 -0.051 -0.008 -0.0404
C 4.678 3.315 -4.642 -0.035 -0.073 0.132 -0.0328
C 4.732 3.524 -3.280 -0.026 -0.027 0.141 0.0092
C 3.827 2.868 -2.449 -0.456 -0.405 -0.769 -0.1597
H 4.527 3.665 -0.683 -0.232 -0.196 0.150 0.1757
H 3.062 2.542 0.776 0.094 0.104 -0.153 0.1360
H -0.138 -1.610 -3.170 0.041 0.135 0.000 0.1423
H -1.756 -3.415 -2.783 0.025 -0.034 -0.153 0.1240
H -3.143 -4.768 -1.222 -0.006 -0.023 0.007 0.1265
H -3.166 -4.117 1.194 -0.058 -0.030 0.110 0.1188
H -1.889 -2.116 1.906 -0.116 -0.029 -0.139 0.0924
H 2.100 1.106 -4.763 -0.010 -0.088 -0.133 0.1099
H 3.683 2.309 -6.252 0.035 -0.051 -0.154 0.1161
H 5.393 3.804 -5.286 -0.005 0.063 -0.018 0.1222
H 5.478 4.176 -2.855 0.104 0.135 0.069 0.1238
N -1.746 0.313 3.214 -0.031 -0.160 0.008 0.0089
N -2.766 1.277 3.362 -0.172 0.094 0.210 -0.0752
C -3.603 1.580 2.349 0.179 -0.185 0.014 -0.8451
N -4.602 2.428 2.597 0.085 0.029 0.298 0.1286
S -3.429 0.898 0.820 0.185 -0.122 -0.192 0.6726
H -2.117 -0.620 3.427 0.038 0.427 0.042 0.0956
H -1.014 0.520 3.893 -0.217 0.069 -0.208 0.1069
H -3.005 1.585 4.298 0.100 -0.129 -0.107 0.1649
H -4.783 2.810 3.515 0.014 -0.020 -0.089 0.1284
H -5.227 2.676 1.847 0.068 -0.065 0.064 0.1135
F 2.910 6.530 -0.875 -0.234 -0.075 0.221 0.0691
C 2.095 5.722 -0.164 0.101 -0.173 -0.147 -0.2807
C 2.493 5.291 1.088 0.013 0.191 -0.110 -0.0144
C 1.702 4.373 1.759 -0.159 -0.129 -0.090 -0.0676
C 0.526 3.874 1.194 -0.192 0.093 -0.042 -0.3759
C -0.318 2.865 1.894 0.113 1.166 0.190 -0.2419
C 0.128 4.379 -0.053 0.035 -0.180 0.228 -0.0638
C 0.908 5.291 -0.736 0.205 0.142 -0.035 0.0068
H 3.401 5.670 1.532 0.097 0.087 0.000 0.1294
H 2.007 4.030 2.738 0.026 -0.001 0.097 0.1221
H -1.351 3.260 1.891 0.140 -0.587 -0.121 0.0502
H 0.004 2.829 2.943 -0.090 -0.538 -0.186 0.0474
H -0.815 4.040 -0.479 0.132 0.108 -0.022 0.1036
H 0.608 5.680 -1.696 -0.011 0.075 -0.165 0.1245
C -0.511 2.822 -3.960 0.289 -0.099 0.053 -0.0405
N -1.907 2.550 -3.690 -0.035 0.065 0.066 0.0519
C -2.341 2.075 -2.515 -0.402 0.013 -0.353 -0.5664
N -3.660 1.820 -2.416 -0.101 -0.124 0.166 0.1944
O -1.566 1.863 -1.553 0.443 -0.053 0.328 -0.2077
H -0.435 3.525 -4.786 -0.035 0.046 0.033 0.1020
H 0.023 1.904 -4.214 -0.030 0.137 0.030 0.0662
H -0.054 3.256 -3.071 0.043 0.020 -0.105 0.0777
H -2.557 2.642 -4.453 -0.035 -0.030 0.111 0.1527
H -4.313 2.105 -3.123 0.030 -0.019 -0.049 0.1218
H -4.030 1.494 -1.536 0.074 0.143 0.008 0.0248
```
Forces are in eV/Å.